# C27H64ClFN11O3P2

3 unconnected molecules or ions with the total composition C27H64ClFN11O3P2 in a non-equilibrium geometry (ωB97M-V/def2-TZVPD, the OMol25 dataset).

Bonds (Å) are listed after each position.
Element x y z (Å)
1 Cl 10.08486 0.95864 -1.60688  C43 1.797
2 P -6.31544 0.97183 2.90519  O6 1.524, N12 1.740, N16 1.724, N18 1.753
3 P 0.52984 -3.62341 -3.21689  O7 1.521, N9 1.748, N10 1.743, N15 1.717
4 F 5.01066 0.74845 2.84627  C27 1.359
5 O 5.17597 4.07182 0.25506  C19 1.419, H93 0.965
6 O -5.43647 -0.23240 3.22092  P2 1.524
7 O -0.35617 -2.42800 -2.90369  P3 1.521
8 N -2.67505 1.17966 0.44163  C21 1.266, H94 1.022
9 N 0.08109 -3.69523 -4.90522  P3 1.748, C30 1.453, C45 1.470
10 N 2.04288 -2.79217 -2.97572  P3 1.743, C37 1.448, C38 1.458
11 N 3.01169 1.55638 1.92928  C27 1.497, C32 1.491, C40 1.494, H47 1.026
12 N -5.52247 2.01660 4.04817  P2 1.740, C28 1.462, C35 1.447
13 N 5.52491 1.81217 0.26625  C19 1.459, C22 1.470, C33 1.483
14 N -1.51011 1.93841 -1.41005  C21 1.448, C29 1.483, H98 1.021
15 N 1.26427 -5.17146 -3.32669  P3 1.717, C24 1.464, C39 1.450
16 N -7.23154 2.27596 2.24776  P2 1.724, C41 1.463, C44 1.449
17 N -2.30254 -0.38145 -1.29595  C21 1.407, H103 1.015, H109 1.024
18 N -7.77241 0.24586 3.55627  P2 1.753, C26 1.452, C42 1.468
19 C 4.48302 2.83346 0.27902  O5 1.419, N13 1.459, C32 1.546, H82 1.106
20 C 0.84744 2.30576 0.73662  C25 1.564, C40 1.551, H50 1.099, H107 1.096
21 C -2.20907 0.88875 -0.69865  N8 1.266, N14 1.448, N17 1.407
22 C 4.83730 0.53915 0.52845  N13 1.470, C27 1.537, H68 1.109, H84 1.098
23 C 4.66554 -1.80044 2.54467  C31 1.478, C36 1.204
24 C 1.84262 -5.72208 -2.09930  N15 1.464, H46 1.094, H87 1.091, H90 1.092
25 C 0.84202 2.62205 -0.79548  C20 1.564, C29 1.558, H71 1.099, H88 1.093
26 C -8.27963 0.57439 4.87666  N18 1.452, H59 1.090, H61 1.099, H104 1.093
27 C 4.09054 0.52012 1.87191  F4 1.359, N11 1.497, C22 1.537, C31 1.553
28 C -4.14229 2.36468 3.71385  N12 1.462, H62 1.092, H91 1.097, H100 1.092
29 C -0.07959 1.55026 -1.45055  N14 1.483, C25 1.558, H49 1.102, H108 1.100
30 C 0.94273 -3.19063 -5.96039  N9 1.453, H64 1.092, H73 1.099, H78 1.090
31 C 3.56447 -0.92458 2.09298  C23 1.478, C27 1.553, H77 1.093, H80 1.103
32 C 3.68146 2.84786 1.60074  N11 1.491, C19 1.546, H65 1.097, H83 1.092
33 C 6.08413 1.71743 -1.10371  N13 1.483, C34 1.562, H76 1.094, H97 1.104
34 C 7.45131 0.96842 -1.00652  C33 1.562, C43 1.549, H86 1.095, H102 1.095
35 C -6.11755 3.00354 4.92271  N12 1.447, H52 1.086, H66 1.091, H70 1.100
36 C 5.64317 -2.48368 2.70608  C23 1.204, H99 1.068
37 C 3.26985 -2.92590 -3.73374  N10 1.448, H81 1.085, H92 1.099, H95 1.092
38 C 2.30971 -2.38019 -1.60253  N10 1.458, H54 1.096, H60 1.099, H89 1.095
39 C 1.54234 -5.97682 -4.50047  N15 1.450, H55 1.093, H67 1.093, H106 1.087
40 C 1.85365 1.17259 1.06679  N11 1.494, C20 1.551, H53 1.095, H101 1.097
41 C -6.49713 3.27705 1.47308  N16 1.463, H48 1.091, H57 1.094, H72 1.092
42 C -7.81894 -1.21735 3.44412  N18 1.468, H69 1.096, H79 1.088, H85 1.092
43 C 8.65980 1.93216 -1.10523  Cl1 1.797, C34 1.549, H74 1.094, H96 1.092
44 C -8.61872 2.62996 2.46911  N16 1.449, H51 1.093, H58 1.087, H75 1.094
45 C -1.27062 -3.19291 -5.19251  N9 1.470, H56 1.087, H63 1.096, H105 1.091
46 H 2.88452 -5.41479 -1.96639  C24 1.094
47 H 2.70153 1.60818 2.90595  N11 1.026
48 H -7.11918 3.71948 0.69310  C41 1.091
49 H 0.09925 0.59878 -0.92452  C29 1.102
50 H -0.16229 1.92112 0.93759  C20 1.099
51 H -8.73804 3.19916 3.39511  C44 1.093
52 H -6.93133 2.60104 5.51791  C35 1.086
53 H 2.16128 0.72362 0.11668  C40 1.095
54 H 1.43948 -1.86671 -1.17876  C38 1.096
55 H 1.66533 -7.02949 -4.23293  C39 1.093
56 H -1.98290 -3.53382 -4.44522  C45 1.087
57 H -6.10950 4.07920 2.10796  C41 1.094
58 H -9.27280 1.76168 2.48290  C44 1.087
59 H -8.59932 1.61319 4.95541  C26 1.090
60 H 2.53948 -3.23451 -0.95097  C38 1.099
61 H -7.55344 0.36240 5.67322  C26 1.099
62 H -3.57317 1.47034 3.45078  C28 1.092
63 H -1.28948 -2.09758 -5.22286  C45 1.096
64 H 0.46978 -3.32595 -6.93535  C30 1.092
65 H 4.42086 3.07210 2.37943  C32 1.097
66 H -5.38777 3.34096 5.66048  C35 1.091
67 H 2.46853 -5.65891 -4.98644  C39 1.093
68 H 4.18462 0.22704 -0.31158  C22 1.109
69 H -7.21722 -1.69513 4.22560  C42 1.096
70 H -6.48098 3.89856 4.39576  C35 1.100
71 H 1.82867 2.47928 -1.25868  C25 1.099
72 H -5.65622 2.81141 0.95565  C41 1.092
73 H 1.17651 -2.12352 -5.84163  C30 1.099
74 H 8.83429 2.34387 -0.10705  C43 1.094
75 H -8.99884 3.25625 1.65689  C44 1.094
76 H 6.22052 2.71517 -1.53111  C33 1.094
77 H 3.10669 -1.32690 1.18593  C31 1.093
78 H 1.87387 -3.75089 -6.04412  C30 1.090
79 H -7.45655 -1.54778 2.47343  C42 1.088
80 H 2.85919 -0.88898 2.94077  C31 1.103
81 H 3.11764 -2.80658 -4.80120  C37 1.085
82 H 3.85297 2.81957 -0.63025  C19 1.106
83 H 3.01653 3.71315 1.56902  C32 1.092
84 H 5.57964 -0.26492 0.61832  C22 1.098
85 H -8.84849 -1.56570 3.54784  C42 1.092
86 H 7.50603 0.50020 -0.01776  C34 1.095
87 H 1.79659 -6.81154 -2.08466  C24 1.091
88 H 0.48981 3.63669 -0.99756  C25 1.093
89 H 3.14771 -1.67819 -1.54546  C38 1.095
90 H 1.27132 -5.38881 -1.23087  C24 1.092
91 H -4.08589 3.05402 2.86196  C28 1.097
92 H 3.79316 -3.87694 -3.56034  C37 1.099
93 H 4.55884 4.79275 0.08161  O5 0.965
94 H -3.14565 0.36212 0.83564  N8 1.022
95 H 3.96477 -2.12541 -3.47119  C37 1.092
96 H 8.45325 2.75287 -1.79543  C43 1.092
97 H 5.43383 1.14178 -1.78605  C33 1.104
98 H -1.84581 1.82320 -2.36721  N14 1.021
99 H 6.50318 -3.11486 2.66001  C36 1.068
100 H -3.62556 2.82710 4.55702  C28 1.092
101 H 1.27841 0.38673 1.57103  C40 1.097
102 H 7.48221 0.19749 -1.78362  C34 1.095
103 H -2.59099 -1.05624 -0.59482  N17 1.015
104 H -9.18860 0.00593 5.08801  C26 1.093
105 H -1.60648 -3.56487 -6.16165  C45 1.091
106 H 0.72599 -5.96368 -5.21757  C39 1.087
107 H 0.94487 3.20609 1.35451  C20 1.096
108 H 0.27633 1.42696 -2.48382  C29 1.100
109 H -1.38150 -0.71290 -1.59699  N17 1.024

Summary:
total energy = -85375.20704 eV
E_LUMO = -2.586 eV
Kohn-Sham gap = 6.7141 eV
2S+1 = 1
HOMO level = -9.3 eV
total charge = +1